{"formula": "C26H24F7N3O2PtSeTe", "method": "ωB97M-V/def2-TZVPD", "e_lumo_ev": [0.07, -3.29], "total_charge": 0, "e_above_lowest_kj_mol": 0.0, "multiplicity": 5, "s2": 6.036, "species": ["Pt", "C", "C", "O", "N", "C", "C", "C", "C", "C", "C", "N", "H", "H", "H", "H", "H", "H", "H", "H", "H", "H", "C", "C", "O", "C", "F", "F", "F", "C", "F", "F", "F", "H", "H", "H", "Te", "C", "C", "C", "C", "C", "C", "H", "H", "H", "H", "H", "F", "C", "C", "C", "C", "C", "C", "C", "H", "H", "H", "H", "H", "H", "Se", "C", "N"], "positions_angstrom": [[0.1004, -0.1546, 0.2325], [5.9800, -1.3225, 1.2257], [4.7316, -1.0943, 0.3465], [3.8854, -1.9164, 0.1531], [4.5922, 0.1387, -0.2099], [3.3419, 0.6270, -0.7588], [2.6148, -0.3634, -1.5623], [3.2951, -0.9248, -2.6267], [2.5938, -1.5721, -3.6521], [1.1678, -1.6470, -3.4661], [0.5648, -1.1836, -2.3471], [1.2879, -0.5244, -1.4179], [5.6286, -2.0003, 2.0138], [6.3740, -0.3850, 1.6397], [6.7425, -1.8607, 0.6569], [5.1996, 0.8830, 0.0061], [3.6169, 1.5043, -1.3823], [2.6725, 1.0619, -0.0166], [4.3634, -0.7751, -2.7460], [3.0859, -1.8763, -4.5915], [0.5080, -2.0240, -4.2632], [-0.5316, -1.1921, -2.2627], [0.6555, -2.5259, 2.5594], [0.5327, -1.0782, 3.0900], [-0.1071, -0.1675, 2.2511], [-0.4067, -1.0069, 4.4056], [-0.5153, 0.1929, 4.9565], [-1.6815, -1.3299, 3.9882], [-0.0491, -1.9445, 5.3878], [1.9477, -0.4703, 3.4514], [2.8914, -1.4321, 3.6717], [1.8873, 0.2886, 4.5722], [2.4198, 0.3236, 2.4269], [-0.3297, -2.7854, 2.1945], [1.0647, -3.2091, 3.2933], [1.3170, -2.4294, 1.7016], [-0.8217, 1.9785, -1.0956], [-2.2264, 1.6235, -2.6724], [-3.5553, 2.0438, -2.6186], [-4.4708, 1.8217, -3.6317], [-4.0496, 1.1215, -4.7249], [-2.7370, 0.6523, -4.8501], [-1.8340, 0.9388, -3.8313], [-3.8229, 2.6319, -1.7346], [-5.4869, 2.2801, -3.5371], [-4.7144, 0.9300, -5.5470], [-2.3564, 0.0928, -5.6787], [-0.7789, 0.6985, -3.9177], [-5.6028, 2.8996, 1.7266], [-4.7336, 1.9172, 1.4128], [-4.8455, 1.1672, 0.2402], [-3.9281, 0.1340, -0.0140], [-2.8172, -0.0379, 0.8360], [-1.8512, -1.1018, 0.5087], [-2.7730, 0.7083, 2.0979], [-3.6413, 1.7266, 2.3264], [-5.6997, 1.3750, -0.4678], [-4.0560, -0.4995, -0.8772], [-2.0723, -1.5606, -0.4414], [-1.6432, -1.8520, 1.2466], [-1.9687, 0.4630, 2.7690], [-3.5714, 2.4846, 3.1288], [1.3004, 3.6713, 3.6195], [1.5642, 3.1638, 1.9440], [1.7512, 2.7037, 0.8627]], "mulliken_spin": [0.99, 0.00, 0.00, 0.00, 0.00, 0.08, -0.06, 0.00, -0.01, 0.01, 0.04, 0.16, 0.00, 0.00, 0.00, 0.00, 0.00, -0.01, 0.00, 0.00, 0.00, -0.03, -0.05, 0.08, 0.14, 0.01, 0.00, 0.00, 0.00, -0.01, 0.00, 0.00, 0.00, 0.01, 0.00, 0.00, 1.13, -0.01, 0.01, 0.00, 0.03, -0.01, -0.01, 0.01, 0.00, 0.00, 0.00, -0.01, 0.00, 0.07, -0.04, 0.08, 0.05, 0.38, 0.04, -0.04, 0.00, 0.00, -0.04, -0.01, 0.00, 0.00, 0.89, -0.14, 0.26]}

{"formula": "H4NPSi", "method": "ωB97M-V/def2-TZVPD", "e_lumo_ev": [-1.21, -1.22], "total_charge": 0, "e_above_lowest_kj_mol": 335.5, "species": ["N", "Si", "P", "H", "H", "H", "H"], "positions_angstrom": [[0.4369, 1.0639, -0.1630], [1.4725, -0.1682, 0.0256], [-3.6665, -0.3412, -0.1109], [-2.4512, -0.7372, 0.5958], [1.6575, -0.5755, 1.5581], [2.1923, -0.9143, -0.9331], [0.3585, 1.6724, -0.9725]], "lowdin_charge": [-0.28, 0.56, 0.34, -0.34, -0.07, -0.14, -0.07]}

{"formula": "C24H22N14O2SeW", "method": "ωB97M-V/def2-TZVPD", "e_lumo_ev": [-13.49, -13.70], "total_charge": 4, "e_above_lowest_kj_mol": 33.2, "multiplicity": 3, "s2": 2.016, "species": ["W", "N", "N", "C", "N", "N", "N", "O", "O", "H", "H", "H", "H", "H", "Se", "N", "C", "C", "C", "C", "C", "N", "C", "C", "N", "C", "C", "C", "C", "C", "N", "H", "H", "H", "H", "H", "H", "C", "C", "N", "C", "C", "N", "C", "N", "N", "N", "C", "C", "C", "C", "C", "C", "H", "H", "H", "H", "H", "H", "H", "H", "H", "H", "H"], "positions_angstrom": [[-0.2035, 0.8562, -0.1191], [0.7968, 0.5959, 2.3281], [-0.1690, 0.9094, 3.3057], [-1.3958, 1.2591, 2.9118], [-2.3463, 1.5658, 3.7493], [-1.5056, 1.2599, 1.5450], [-2.5697, 1.7238, 0.8530], [-2.2359, 1.7250, -0.3690], [-3.6088, 2.0625, 1.2947], [1.1210, -0.3576, 2.4921], [1.6129, 1.1991, 2.4766], [0.0752, 0.8631, 4.2895], [-2.2082, 1.5566, 4.7554], [-3.2597, 1.8471, 3.4183], [-4.1052, -2.2582, -5.9197], [-3.2238, -0.7564, -5.7342], [-2.6862, -0.7456, -4.5411], [-1.8695, 0.3248, -4.0266], [-1.5702, 1.4999, -4.7355], [-0.7673, 2.4629, -4.1472], [-0.2738, 2.2487, -2.8714], [-0.5407, 1.1279, -2.1802], [-1.3495, 0.1808, -2.7376], [-1.6554, -0.9591, -1.9177], [-1.1600, -0.9493, -0.6448], [-1.3632, -2.0197, 0.1400], [-2.0863, -3.1218, -0.2879], [-2.6384, -3.1252, -1.5577], [-2.4251, -2.0229, -2.4008], [-2.9516, -1.9153, -3.7385], [-3.6931, -2.8274, -4.3141], [-1.9818, 1.6352, -5.7293], [-0.5299, 3.3802, -4.6686], [0.3483, 2.9917, -2.3853], [-0.9389, -1.9887, 1.1367], [-2.2215, -3.9642, 0.3768], [-3.2261, -3.9609, -1.9202], [2.4100, 2.5757, -0.0363], [2.7179, 1.1534, -0.3439], [1.7473, 0.2382, -0.5113], [2.3654, -0.9778, -0.7990], [3.7003, -0.7703, -0.7753], [3.8993, 0.5705, -0.4779], [5.1836, 1.2088, -0.2126], [5.3133, 1.2694, 1.2150], [4.1888, 1.4585, 1.9660], [4.5197, 1.5386, 3.1949], [5.8793, 1.4193, 3.3115], [6.7268, 1.4693, 4.4244], [8.0728, 1.2876, 4.2066], [8.5922, 1.0817, 2.9140], [7.7808, 1.0439, 1.8006], [6.4181, 1.2369, 2.0181], [1.3230, 2.6811, 0.1643], [2.6595, 3.2348, -0.8717], [2.9635, 2.9132, 0.8432], [1.8196, -1.8835, -1.0014], [4.5174, -1.4531, -0.9461], [5.1944, 2.2049, -0.6619], [5.9885, 0.6181, -0.6434], [6.3417, 1.6953, 5.4092], [8.7497, 1.3089, 5.0490], [9.6576, 0.9452, 2.7891], [8.1909, 0.8295, 0.8216]], "mulliken_spin": [2.02, 0.01, 0.01, 0.01, 0.01, -0.02, 0.00, -0.03, 0.06, 0.00, 0.00, 0.00, 0.00, 0.00, 0.00, 0.00, 0.00, 0.01, 0.00, -0.01, -0.03, 0.01, 0.04, -0.01, -0.05, 0.02, -0.01, 0.04, 0.00, 0.00, 0.00, 0.00, 0.00, -0.02, 0.00, 0.00, 0.00, 0.08, -0.07, -0.05, 0.01, -0.01, 0.00, 0.00, 0.00, 0.00, 0.00, 0.00, 0.00, 0.00, 0.00, 0.00, 0.00, -0.04, 0.01, 0.01, 0.01, 0.00, 0.00, 0.00, 0.00, 0.00, 0.00, 0.00]}

{"formula": "C34H37N4S", "method": "ωB97M-V/def2-TZVPD", "e_lumo_ev": -4.14, "total_charge": 1, "species": ["C", "C", "N", "C", "C", "C", "C", "C", "C", "C", "C", "C", "C", "C", "C", "N", "C", "C", "C", "C", "C", "C", "C", "H", "H", "H", "H", "H", "H", "H", "H", "H", "H", "H", "H", "H", "H", "H", "H", "H", "H", "H", "H", "H", "C", "C", "C", "C", "C", "C", "N", "C", "C", "C", "C", "C", "C", "S", "C", "N", "H", "H", "H", "H", "H", "H", "H", "H", "H", "H", "H", "H", "H", "H", "H", "H"], "positions_angstrom": [[-3.0668, -2.6007, 1.7442], [-2.6577, -1.3061, 2.3113], [-3.5615, -0.3715, 2.6938], [-5.0007, -0.5353, 2.5849], [-2.9128, 0.7527, 3.2224], [-1.5225, 0.4849, 3.2007], [-0.6636, 1.4051, 3.7836], [-1.1684, 2.6287, 4.2381], [-2.5454, 2.8995, 4.2015], [-3.4457, 1.9372, 3.7123], [-1.3425, -0.8237, 2.5734], [-0.1492, -1.5191, 2.3427], [1.1635, -1.0212, 2.5274], [2.2073, -1.6688, 3.2358], [2.1786, -2.9899, 3.8856], [3.2799, -0.8380, 3.3095], [4.5044, -1.1583, 4.0206], [3.0224, 0.3533, 2.6212], [1.7130, 0.2473, 2.0829], [1.1832, 1.3067, 1.3543], [1.9502, 2.4696, 1.2144], [3.2294, 2.5740, 1.7871], [3.7883, 1.5045, 2.5047], [-2.1510, -3.1577, 1.5327], [-3.6777, -3.2029, 2.4361], [-3.6255, -2.4962, 0.8011], [-5.4651, 0.3751, 2.9641], [-5.3102, -0.6925, 1.5429], [-5.3601, -1.3921, 3.1721], [0.3912, 1.1680, 3.8717], [-0.4716, 3.3727, 4.6262], [-2.9081, 3.8592, 4.5691], [-4.5226, 2.0854, 3.6957], [-0.2386, -2.5759, 2.0692], [1.1907, -3.4138, 3.6827], [2.9325, -3.6876, 3.4894], [2.3023, -2.9309, 4.9781], [5.1769, -0.3054, 3.9230], [4.3104, -1.3498, 5.0855], [4.9879, -2.0527, 3.6030], [0.1769, 1.2119, 0.9466], [1.5361, 3.3140, 0.6616], [3.7898, 3.5011, 1.6676], [4.7744, 1.5392, 2.9645], [2.3941, -1.6597, -1.1609], [2.5734, -0.8808, -2.4592], [3.8773, -0.0932, -2.4481], [1.3571, 0.0172, -2.7343], [1.5162, 0.8470, -3.9874], [0.2291, 1.4860, -4.4642], [-0.8383, 0.4778, -4.4769], [-1.9951, 0.5609, -5.2630], [-2.8799, -0.4880, -4.9907], [-4.0734, -0.5984, -5.7011], [-4.3590, 0.3471, -6.6934], [-3.4603, 1.3861, -6.9734], [-2.2616, 1.5026, -6.2555], [-2.2838, -1.5201, -3.7252], [-0.7967, -0.5584, -3.5726], [0.1511, -0.8422, -2.7611], [2.3501, -0.9859, -0.2956], [1.4689, -2.2407, -1.1988], [3.2392, -2.3426, -1.0170], [2.6270, -1.6088, -3.2872], [3.8684, 0.6720, -1.6594], [4.7210, -0.7647, -2.2585], [4.0575, 0.3981, -3.4096], [1.2739, 0.7006, -1.8606], [2.2565, 1.6328, -3.8011], [1.9186, 0.2068, -4.7873], [-0.0373, 2.3201, -3.7952], [0.3452, 1.8756, -5.4767], [-4.7416, -1.4196, -5.4573], [-5.2891, 0.2702, -7.2529], [-3.6923, 2.1087, -7.7540], [-1.5382, 2.2936, -6.4571]], "lowdin_charge": [0.02, -0.16, -0.02, 0.02, -0.15, -0.10, -0.01, -0.05, -0.05, 0.00, -0.08, 0.11, -0.11, -0.18, 0.01, -0.03, 0.01, -0.15, -0.17, -0.04, -0.07, -0.06, 0.00, 0.08, 0.11, 0.11, 0.09, 0.11, 0.11, 0.11, 0.11, 0.11, 0.11, 0.13, 0.08, 0.11, 0.10, 0.09, 0.11, 0.11, 0.13, 0.11, 0.11, 0.11, -0.08, -0.41, -0.07, -0.34, -0.14, -0.11, -0.04, -0.23, -0.49, -0.09, -0.09, -0.08, -0.01, 1.06, -0.59, 0.07, 0.06, 0.07, 0.08, 0.14, 0.08, 0.08, 0.07, 0.15, 0.12, 0.14, 0.14, 0.12, 0.11, 0.10, 0.11, 0.11]}

{"formula": "C5H20N3O2", "method": "ωB97M-V/def2-TZVPD", "e_lumo_ev": [0.54, 0.44], "total_charge": 0, "multiplicity": 2, "s2": 0.751, "species": ["N", "C", "C", "N", "C", "C", "N", "C", "H", "H", "H", "H", "H", "H", "H", "H", "H", "H", "H", "H", "H", "H", "H", "H", "H", "H", "O", "H", "H", "O"], "positions_angstrom": [[-1.1763, -1.2931, 0.5338], [-0.0895, -2.3257, 0.3768], [0.8419, -2.0686, -0.8097], [1.0247, -0.6157, -1.0822], [1.9381, 0.2762, -0.3559], [1.3138, 0.5943, 1.0945], [0.2386, 1.7127, 1.3953], [0.3697, 2.9667, 0.6249], [-0.7915, -0.3408, 0.3600], [-1.8853, -1.5785, -0.2219], [-1.5115, -1.4155, 1.4702], [0.5451, -2.1654, 1.2711], [-0.4894, -3.3768, 0.1968], [1.8334, -2.5806, -0.5773], [0.4794, -2.3900, -1.7916], [1.0778, -0.3929, -2.1193], [2.9544, -0.1777, 0.0126], [2.0690, 1.2529, -0.8412], [0.8321, -0.3932, 1.3524], [2.3209, 0.5464, 1.6522], [0.4901, 1.8030, 2.3544], [0.4901, 3.8942, 1.2200], [-0.7109, 3.2628, 0.0641], [1.2622, 2.7634, -0.1592], [-1.6319, 1.4552, 0.5695], [-3.0968, 1.1564, 0.0777], [-2.5286, 1.1713, 0.8041], [-1.3441, -0.3436, -2.4498], [-2.6578, -0.7223, -2.9103], [-2.1676, -0.6747, -2.1119]], "mulliken_spin": [0.84, 0.63, 0.88, 0.31, 0.21, -0.37, 0.04, 0.07, -0.08, -0.23, -0.11, 0.08, -0.36, 0.05, -0.67, -0.36, 0.04, -0.12, 0.26, -0.12, 0.00, 0.01, 0.00, -0.01, 0.05, -0.02, 0.06, 0.06, 0.10, -0.24]}

{"formula": "H18O9", "method": "ωB97M-V/def2-TZVPD", "e_lumo_ev": -0.21, "total_charge": 0, "e_above_lowest_kj_mol": 466.6, "species": ["H", "H", "H", "H", "H", "H", "H", "H", "H", "H", "H", "H", "H", "H", "H", "H", "H", "H", "O", "O", "O", "O", "O", "O", "O", "O", "O"], "positions_angstrom": [[-0.6384, 0.7660, 0.4194], [0.4800, 1.4097, -0.2552], [0.2415, -1.1095, -3.6618], [0.5126, 0.3017, -3.1948], [-1.0530, -1.8186, 2.0170], [-1.9330, -1.9240, 0.8102], [-2.5720, 0.9560, -1.6266], [-1.0219, 1.2771, -1.8925], [-4.2473, 2.1373, 1.6113], [-2.8815, 1.3812, 1.1472], [2.9980, 0.1012, -3.3522], [3.8073, -0.4539, -2.1835], [-0.5807, 0.3604, 2.5452], [-1.4347, 1.5994, 2.4388], [0.5526, -2.8149, 1.9087], [1.4220, -3.8185, 1.1525], [3.7400, 0.5790, 0.3987], [2.9192, 1.7007, 0.9265], [-0.5054, 1.3544, -0.2629], [0.7780, -0.3274, -3.9107], [-1.7584, -2.3621, 1.6337], [-1.6611, 0.5383, -1.8915], [-3.5017, 1.5909, 1.9291], [3.3538, 0.3010, -2.4741], [-1.5159, 0.6672, 2.6331], [1.3584, -3.2086, 1.9312], [3.1415, 0.8161, 1.2033]], "lowdin_charge": [-0.02, 0.09, 0.06, 0.03, 0.01, 0.03, 0.10, 0.02, 0.06, 0.06, 0.03, 0.00, 0.06, 0.03, -0.08, 0.07, 0.08, 0.01, -0.05, -0.08, -0.03, -0.14, -0.11, -0.05, -0.08, -0.02, -0.09]}

Number 1: total energy -4807.561967 hartree. Number 2: total energy -687.820574 hartree. Number 3: total energy -4311.813352 hartree. Number 4: total energy -1934.845079 hartree. Number 5: total energy -517.007890 hartree. Number 6: total energy -687.848057 hartree.